No. 1
2 unconnected molecules or ions with the total composition C7H11ClO. Source: the OMol25 dataset; level of theory: wB97M-V/def2-TZVPD.

HOMO = -9.2 eV
Frontier orbital gap = 10.108 eV
Net charge = 0
Largest force on an atom = 0.07782 Eh/bohr

```
20
Properties=species:S:1:pos:R:3:forces:R:3
C -0.50160 0.35868 -0.63699 0.5 0.4 0.2
C 0.46271 -0.63958 -0.02964 -0.9 0.8 -1.8
C 2.76097 1.87438 2.78606 0.7 0.2 0.0
C -2.13365 0.97451 -2.42282 0.2 -1.6 1.0
C 1.69256 -1.71430 1.91178 -0.3 2.9 2.7
C -1.46864 -0.19825 -1.64683 0.3 -0.3 0.2
C 0.85553 -0.67958 1.21457 0.7 0.0 0.7
O 2.26081 2.61858 3.46503 0.1 0.4 0.2
Cl 0.45270 0.67486 2.24807 -1.0 -0.6 0.1
H -1.11654 0.82754 0.12066 0.2 0.3 0.4
H 0.86947 -1.28801 -0.79614 0.1 -0.7 0.4
H 0.04626 1.16331 -1.17336 0.0 -0.3 0.5
H -2.75068 0.39285 -3.10334 -0.9 1.0 -0.2
H -1.27844 1.31467 -2.99992 -0.3 0.9 -0.1
H -2.60858 1.76141 -1.76815 0.3 -0.9 -1.0
H 2.54859 -1.08685 2.53173 -1.8 -2.3 -1.8
H 0.97938 -2.14389 2.65761 0.8 0.2 -0.1
H 1.89379 -2.50200 1.24537 1.2 -0.8 -0.8
H -2.07239 -1.01629 -1.18809 -0.2 0.9 -0.3
H -0.89224 -0.69206 -2.41561 0.3 -0.5 -0.3
```
Forces are in eV/Å.

***

No. 2
2 unconnected molecules or ions with the total composition C2H10NS. Source: the OMol25 dataset; level of theory: wB97M-V/def2-TZVPD.

HOMO = -13.5 eV
Frontier orbital gap = 9.663 eV
Net charge = +1
Largest force on an atom = 0.04434 Eh/bohr

```
14
Properties=species:S:1:pos:R:3:forces:R:3
N -2.15600 0.19746 -0.44619 -0.4 0.2 -0.4
H -2.73074 0.65595 0.26913 0.1 -0.2 0.0
H -2.06537 0.85501 -1.23450 0.3 -0.3 0.3
H -1.25545 -0.11550 0.00122 -0.1 0.3 0.1
H -2.64222 -0.63353 -0.78362 -0.1 0.0 0.0
C 1.29946 -0.02455 -0.75548 0.8 0.1 0.9
C 1.41053 0.23394 0.78606 -1.3 -0.9 -1.7
S 0.01404 -0.37487 1.83398 0.2 0.5 -0.4
H 0.64449 0.68726 -1.25385 -0.2 -0.1 0.0
H 1.11170 -1.04898 -1.07157 -0.2 0.0 0.2
H 2.31096 0.22374 -1.08387 -0.1 0.0 -0.4
H 2.26318 -0.32890 1.13599 0.5 0.7 0.3
H 1.39045 1.31615 0.81216 0.7 0.1 1.0
H 0.40496 -1.64318 1.79054 -0.1 -0.4 0.0
```
Forces are in eV/Å.

***

No. 3
5 unconnected molecules or ions with the total composition C16H40F6N4O9S2. Source: the OMol25 dataset; level of theory: wB97M-V/def2-TZVPD.

HOMO = -8.5 eV
Frontier orbital gap = 6.900 eV
Net charge = 0
Largest force on an atom = 0.08841 Eh/bohr

```
77
Properties=species:S:1:pos:R:3:forces:R:3
O 2.05052 1.47159 0.87928 -0.7 0.1 0.0
H 2.84911 1.91418 0.58269 1.2 0.5 -0.8
H 2.09267 0.51511 0.80879 0.2 -0.9 -0.5
H 1.93476 1.66296 1.81286 -0.7 0.7 1.5
C 4.21236 3.55187 -3.12951 2.5 -0.2 2.8
F 3.00841 3.52366 -2.58899 -0.8 -0.1 0.0
F 4.66426 2.29387 -3.26252 -0.5 0.3 -0.5
F 4.22044 4.19128 -4.24836 -0.3 0.3 -1.1
S 5.44322 4.45120 -1.87244 -0.4 1.8 -0.3
O 6.64849 4.78994 -2.67587 -2.5 -1.4 1.7
O 4.69931 5.61445 -1.34747 0.7 -2.2 -0.7
N 5.54489 3.22618 -0.62199 -0.8 2.3 -2.2
S 7.09005 3.12926 -0.38465 2.5 -3.7 -0.6
O 7.77573 2.34847 -1.41460 -0.8 0.2 1.2
O 7.77354 4.30189 0.00796 0.2 1.4 1.0
C 7.08130 1.96196 1.19446 1.3 1.5 -1.8
F 6.28809 0.92626 1.01918 -1.1 -0.5 0.4
F 8.32753 1.41801 1.34377 -1.2 1.2 0.6
F 6.68123 2.71921 2.25019 0.6 -1.2 -0.3
C 0.80357 -3.21273 -2.98179 -1.0 -0.1 -0.5
C 0.91581 -4.09960 -1.75074 1.1 1.4 -0.8
C 1.31015 -5.52097 -2.02940 -1.3 -0.9 -0.7
O 0.34891 -6.10895 -2.95694 1.2 0.0 0.7
C 0.70017 -7.47240 -3.26148 -0.1 1.2 0.3
N 1.93965 -3.41752 -0.93084 -0.2 -0.7 0.9
H 0.76200 -2.16978 -2.66773 -0.2 0.0 0.1
H -0.11647 -3.47182 -3.50573 0.0 0.2 -0.2
H 1.61451 -3.25764 -3.70873 0.3 -0.4 0.2
H -0.04150 -4.09339 -1.22957 0.1 0.1 0.1
H 1.29660 -6.04167 -1.07191 -0.1 -0.4 0.2
H 2.32690 -5.63680 -2.40479 0.2 0.3 -0.4
H 0.54355 -8.08332 -2.37245 -0.2 -0.3 -0.1
H 1.75902 -7.51793 -3.51613 0.1 -0.1 -0.2
H 0.09143 -7.76466 -4.11713 0.0 -0.2 0.3
H 2.84268 -3.57121 -1.35630 0.2 0.2 -0.5
H 2.03573 -3.95633 -0.08198 0.0 0.0 0.6
C -6.42224 -2.78986 -3.78352 0.4 -0.6 0.8
C -7.14782 -2.19500 -2.58631 -1.0 1.8 0.2
C -6.54395 -0.77367 -2.14722 1.4 -2.2 0.3
O -5.36109 -1.11185 -1.35325 -0.7 -0.9 -0.5
C -4.57754 -0.08071 -0.83634 -0.9 0.7 0.3
N -8.56811 -2.04096 -2.94701 -0.1 0.5 -0.8
H -6.84836 -3.76210 -4.03108 -0.1 -0.1 0.0
H -5.40261 -2.99271 -3.45596 0.2 0.1 -0.3
H -6.44174 -2.19837 -4.69887 -0.1 0.3 0.3
H -7.15574 -2.84684 -1.71274 1.0 -0.1 0.1
H -7.25398 -0.21354 -1.53879 -0.1 0.2 -0.1
H -6.13825 -0.23998 -3.00669 -0.7 0.3 -0.2
H -3.74225 -0.49956 -0.27512 0.1 -0.1 -0.4
H -5.17114 0.49252 -0.12420 -0.1 0.2 0.4
H -4.26645 0.65579 -1.57721 0.4 -0.2 -0.4
H -8.98095 -2.92797 -3.19776 0.1 0.0 0.0
H -9.18712 -1.57455 -2.29940 0.4 0.0 0.3
C -1.17843 4.81144 1.04583 0.6 0.2 0.9
O -0.60290 3.92149 2.03441 -1.1 0.0 -0.4
C -0.41208 4.49399 3.32606 1.1 0.0 -1.0
C -0.28163 3.42485 4.37338 -1.1 0.2 0.5
N 0.98716 2.67496 4.38386 -0.8 1.8 -1.5
C 1.02696 1.66392 5.38951 -1.3 -0.9 -0.8
C -0.16350 0.66315 5.22969 1.4 -0.2 0.0
O -0.11358 0.13859 3.87154 -1.3 -1.4 1.0
C -1.04728 -1.00734 3.73180 0.7 0.3 0.7
H -1.29133 4.31697 0.08103 0.8 -0.1 0.1
H -0.54104 5.69517 1.07500 0.1 0.1 -0.9
H -2.18972 5.18067 1.21629 -0.3 -0.3 0.9
H -1.10991 5.29958 3.55447 -0.7 -0.5 0.1
H 0.53845 5.02673 3.35398 0.5 0.3 -0.3
H -1.16098 2.78122 4.34929 0.3 -0.4 -0.4
H -0.44506 3.97714 5.29878 0.3 0.1 0.6
H 1.66078 3.37624 4.65689 0.5 0.1 -0.3
H 1.06283 2.15127 6.36383 -0.1 -0.6 0.5
H 1.91705 1.08889 5.13420 0.1 -0.2 0.8
H -1.16966 0.96429 5.52134 0.0 0.6 -0.4
H 0.08291 -0.07413 5.99377 0.0 -0.8 -0.3
H -1.12671 -1.58677 4.65162 0.1 0.4 0.5
H -0.68696 -1.78189 3.05479 0.3 0.7 -0.6
H -2.06464 -0.71571 3.47099 0.2 0.4 -0.2
```
Forces are in eV/Å.

***

No. 4
A single C4H6F2O molecule. Source: the OMol25 dataset; level of theory: wB97M-V/def2-TZVPD.

HOMO = -10.5 eV
Frontier orbital gap = 11.031 eV
Net charge = 0
Structure (SMILES) = O=CC(CF)CF
Largest force on an atom = 0.02639 Eh/bohr

```
13
Properties=species:S:1:pos:R:3:forces:R:3
C -1.31332 0.29319 -0.19287 -0.2 1.3 0.1
C 0.17009 -0.01917 -0.30641 0.2 -0.1 -0.1
C 0.82643 -0.21174 1.06272 0.0 -0.1 -0.2
C 0.87252 1.13107 -1.02183 0.3 0.4 0.2
H -1.72658 0.51219 -1.18816 0.0 -0.3 0.2
H -1.49675 1.22712 0.41953 0.3 -1.0 -0.4
H 0.31232 -0.92443 -0.92181 -0.1 0.3 0.3
H 1.89751 -0.40720 0.92865 -0.1 0.0 0.2
H 0.67758 0.65511 1.71476 0.1 0.0 -0.1
H 0.83646 2.13446 -0.47104 0.0 -0.8 -0.5
O 1.46775 1.01710 -2.06389 -0.4 0.1 0.6
F -1.99392 -0.75672 0.37543 -0.1 0.0 -0.1
F 0.26317 -1.29820 1.71118 0.2 0.0 0.0
```
Forces are in eV/Å.

***

No. 5
2 unconnected molecules or ions with the total composition C5H10N4. Source: the OMol25 dataset; level of theory: wB97M-V/def2-TZVPD.

HOMO = -8.1 eV
Frontier orbital gap = 7.924 eV
Net charge = 0
Structure (SMILES) = [H]/N=N\C(=C)C.[H]/N=C\N=C
Largest force on an atom = 0.06401 Eh/bohr

```
19
Properties=species:S:1:pos:R:3:forces:R:3
C 1.88848 0.06543 -0.70101 0.1 0.0 -0.1
C 1.24130 0.37531 0.61234 0.6 2.2 0.5
C 1.71805 0.00115 1.80230 -0.7 -0.3 -0.3
N 0.54068 1.81344 0.53458 2.5 -2.0 -0.3
N -0.62706 2.02763 0.53189 -3.2 -0.6 0.6
H -1.29982 1.14138 0.62487 1.4 1.5 -0.2
H 1.17951 -0.41409 -1.37530 0.0 -0.1 -0.1
H 2.76645 -0.57430 -0.58591 -0.2 -0.1 0.1
H 2.22802 0.97944 -1.19065 -0.1 0.1 0.1
H 1.21188 0.27735 2.71946 0.2 0.3 0.0
H 2.58718 -0.63489 1.89065 -0.1 -0.3 -0.1
C -1.92730 -0.24890 -1.40333 0.5 0.5 -1.1
C -0.87024 -1.25980 0.44540 -1.5 0.1 -0.9
N -1.65492 -0.37140 -0.04707 -0.3 -1.1 1.7
N -2.96119 0.26599 -1.91598 0.1 -0.6 0.1
H -3.67922 0.48230 -1.22551 0.2 0.2 0.2
H -1.10125 -0.50332 -2.07295 -0.1 -0.2 -0.1
H -0.42232 -2.04413 -0.16299 0.3 0.1 -0.1
H -0.81826 -1.37860 1.51920 0.2 0.3 0.0
```
Forces are in eV/Å.

***

No. 6
2 unconnected molecules or ions with the total composition C2H2ClIO. Source: the OMol25 dataset; level of theory: wB97M-V/def2-TZVPD.

HOMO = -10.0 eV
Frontier orbital gap = 9.461 eV
Net charge = 0
Largest force on an atom = 0.10333 Eh/bohr

```
7
Properties=species:S:1:pos:R:3:forces:R:3
C -0.73084 -0.53269 0.43534 -0.8 1.6 -0.5
C 0.24809 0.34765 -0.25469 4.1 2.0 2.7
O -1.82903 -0.21724 0.80089 0.5 -0.3 -0.1
Cl -0.17930 2.05850 -0.57551 0.0 -1.3 -0.1
I 1.43030 -0.66813 -1.78582 -0.7 0.5 0.5
H -0.22628 -1.45273 0.55398 0.1 -1.9 0.6
H 1.28707 0.46465 0.82581 -3.2 -0.5 -3.1
```
Forces are in eV/Å.

***

No. 7
A single C5H6N2O2 molecule. Source: the OMol25 dataset; level of theory: wB97M-V/def2-TZVPD.

HOMO = -9.2 eV
Frontier orbital gap = 9.826 eV
Net charge = 0
Structure (SMILES) = [H]/N=C1\OCC(=O)N1C=C
Largest force on an atom = 0.09492 Eh/bohr

```
15
Properties=species:S:1:pos:R:3:forces:R:3
C 2.44436 -1.18198 0.16299 0.5 1.2 -1.0
C 1.64086 -0.19513 0.65664 -0.9 0.4 0.3
C -0.40905 -0.71905 -0.75088 1.8 -3.8 2.4
C -1.74824 1.08373 -0.18103 -1.6 -0.5 1.4
C -0.42800 1.11420 0.56201 0.5 1.9 0.1
H 3.42213 -1.29192 0.57765 0.4 0.3 1.0
H 2.54428 -1.75457 -0.84130 -1.7 1.1 1.9
H 1.66841 0.62176 1.54212 1.0 -2.5 -1.8
H -0.90488 -2.36708 -1.37833 1.1 -0.2 0.6
H -2.54213 0.75839 0.66193 1.5 0.6 -2.1
H -2.11437 2.13720 -0.61089 1.1 -2.8 0.3
N 0.32526 0.08610 0.12284 1.0 -0.7 -0.8
N -0.09124 -2.00415 -0.81135 -2.7 3.1 -2.1
O -1.53331 -0.10743 -1.09245 -1.5 2.1 0.0
O -0.05558 1.94642 1.36371 -0.5 -0.2 0.0
```
Forces are in eV/Å.

***

No. 8
A molecular structure, C3H3FHgO2. Source: the OMol25 dataset; level of theory: wB97M-V/def2-TZVPD.

HOMO (alpha / beta) = -15.0 / -14.6 eV
Spin multiplicity = 2
Frontier orbital gap (alpha / beta) = 10.083 / 5.842 eV
<S²> = 0.763
Net charge = +1
Largest force on an atom = 0.06525 Eh/bohr

```
10
Properties=species:S:1:pos:R:3:forces:R:3
H -0.36655 -1.85984 0.92579 2.1 1.7 1.9
F 1.98987 0.77016 0.78959 -0.4 -0.5 0.2
O 0.73154 -0.44062 -0.67664 -0.7 -1.5 -0.3
O -0.81515 0.10768 0.74956 0.3 -0.1 0.7
C 1.41678 -0.43868 0.58726 0.4 0.4 0.1
C 0.17187 -0.71658 1.42558 -0.9 -1.3 0.0
C -0.52626 -0.71210 -0.27664 -0.7 2.3 -2.3
H 2.18529 -1.21786 0.60104 -0.2 0.1 -0.2
H 0.16786 -0.52980 2.49915 -0.3 -0.6 -0.1
Hg -3.06063 0.68622 -1.10081 0.5 -0.4 0.0
```
Forces are in eV/Å.

***

No. 9
A gas-phase ion, C6H12N (charge +1). Source: the OMol25 dataset; level of theory: wB97M-V/def2-TZVPD.

HOMO = -15.5 eV
Frontier orbital gap = 12.653 eV
Net charge = +1
Structure (SMILES) = CC1(C)[N@H+]2C[C@]21C
Largest force on an atom = 0.12933 Eh/bohr

```
19
Properties=species:S:1:pos:R:3:forces:R:3
C 1.06102 1.43808 -0.13152 2.3 1.8 1.2
C 0.91242 -0.01051 0.09594 -1.7 1.6 2.0
C -0.62225 0.12070 -0.07455 1.4 -2.4 0.1
C 1.85704 -1.09627 0.55455 -0.6 0.6 -5.9
C -1.69975 0.89028 0.71778 1.6 0.6 -4.9
C -1.07747 -1.23025 -0.47391 -4.2 1.8 -4.8
N 0.36298 0.63714 -1.09047 -1.2 0.6 -0.2
H 0.46457 2.17995 0.38316 -0.2 -0.2 0.1
H 2.06727 1.84956 -0.25776 -0.2 -0.5 -0.9
H 1.24819 -1.94000 0.72642 -0.2 -1.4 0.1
H 2.27802 -0.75485 1.40635 1.7 0.9 2.6
H 2.60029 -1.20761 -0.35884 -1.1 -0.3 2.3
H -2.48897 1.09864 -0.03286 0.1 -0.1 0.8
H -1.33730 1.75899 1.13620 0.5 2.0 0.9
H -1.96998 0.24561 1.43664 -1.4 -2.3 2.6
H -2.19589 -1.11595 -0.91090 2.2 -0.3 1.1
H -1.17788 -1.84779 0.31025 -0.1 -2.3 2.8
H -0.60181 -1.69696 -1.33730 0.6 0.0 0.4
H 0.31950 0.68125 -2.09918 0.4 -0.4 -0.3
```
Forces are in eV/Å.